Computed, not measured: 2 unconnected molecules or ions with the total composition C5H12N2O2 in a non-equilibrium geometry, with ωB97M-V with the def2-TZVPD basis set.

The value obtained for the HOMO energy is -0.3437 Ha. The value obtained for the HOMO-LUMO gap is 10.2 eV. The value obtained for the energy above the lowest of the compared OMol25 structures with the same formula, charge and spin is 145.4 kJ/mol. The calculated total energy comes out at -12454.4755 eV. Its structure (SMILES) is [H]/N=C(/C)N.COC(C)=O.

Geometry as XYZ:
```
21
Properties=species:S:1:pos:R:3:forces:R:3:mulliken_charge:R:1
H 1.63627 -0.17891 1.92530 0.007 -0.124 -0.151 0.24
N 1.79753 0.69834 1.43415 -0.619 0.218 0.153 -0.75
C 1.97760 0.55419 0.18732 1.837 -0.926 0.164 0.92
C 2.48894 1.66316 -0.66428 0.369 -1.485 -1.357 -1.30
N 2.28017 -0.65077 -0.47262 -0.739 -0.853 0.502 -0.56
H 1.81954 1.82990 -1.50743 -0.223 0.349 0.004 0.30
H 2.65186 2.56355 -0.08030 0.482 -0.070 -0.306 0.32
H 3.34017 1.02686 -1.15180 -0.625 2.445 0.898 0.34
H 1.94226 -0.73567 -1.42110 -0.010 0.317 -0.062 0.24
H 2.00216 -1.49000 0.01579 -0.187 0.076 0.188 0.26
C -2.96576 -2.06537 0.15651 0.145 -0.184 -0.071 -0.63
O -2.66584 -0.69510 0.40728 -0.251 0.145 0.089 -0.32
C -1.47035 -0.25180 -0.00129 0.147 0.003 0.006 0.76
C -1.30119 1.20959 0.29329 -0.095 -0.005 0.215 -0.83
O -0.64927 -0.96310 -0.53005 -0.201 0.061 -0.007 -0.58
H -2.37837 -2.70628 0.81534 -0.002 0.004 -0.063 0.27
H -4.02414 -2.18584 0.36887 0.022 0.019 -0.017 0.23
H -2.74441 -2.31688 -0.88141 -0.040 -0.027 0.083 0.29
H -0.46714 1.34289 0.98397 0.026 -0.039 -0.139 0.30
H -2.19789 1.61368 0.75249 -0.079 0.051 -0.113 0.30
H -1.07214 1.73755 -0.63004 0.034 0.025 -0.018 0.22
```
Forces are in eV/Å.

Computed, not measured: 2 unconnected molecules or ions with the total composition C5H12N2O2, with ωB97M-V with the def2-TZVPD basis set.

The value obtained for the HOMO energy is -0.3522 Ha. The value obtained for the HOMO-LUMO gap is 10.2 eV. The value obtained for the energy above the lowest of the compared OMol25 structures with the same formula, charge and spin is 58.5 kJ/mol. The calculated total energy comes out at -12455.3759 eV. Its structure (SMILES) is CNC(C)=O.CNC=O.

Geometry as XYZ:
```
21
Properties=species:S:1:pos:R:3:forces:R:3:mulliken_charge:R:1
C -1.80273 1.02417 0.23014 -0.170 0.111 -0.369 -0.72
N -1.77556 0.97169 1.67883 -0.336 0.203 0.442 -0.17
C -0.77274 0.32639 2.33680 0.194 -0.116 -0.324 0.65
C -0.87290 0.35229 3.84731 0.235 -0.158 0.438 -1.08
O 0.13841 -0.23051 1.73154 -0.481 0.298 0.263 -0.62
H -2.69258 1.59040 -0.09261 0.405 -0.259 0.166 0.31
H -1.85559 0.01019 -0.20074 0.062 0.388 0.159 0.23
H -0.90364 1.52734 -0.16363 -0.323 -0.229 0.145 0.23
H -2.51728 1.42386 2.21912 0.619 -0.378 -0.457 0.25
H -1.80392 -0.12959 4.19022 0.313 0.218 -0.154 0.31
H -0.01561 -0.19605 4.27275 -0.425 0.272 -0.253 0.30
H -0.85196 1.38755 4.22731 -0.057 -0.371 -0.169 0.31
C 2.38273 0.00711 -2.78702 0.245 0.358 -0.004 -0.81
N 1.50117 -0.97840 -2.19069 -0.330 -0.130 0.537 -0.06
C 1.05713 -2.04446 -2.89922 0.055 -0.091 -0.293 0.05
O 1.35044 -2.26302 -4.06540 -0.204 0.123 0.734 -0.58
H 3.32573 -0.45840 -3.11968 -0.395 0.171 0.075 0.27
H 2.61799 0.78254 -2.03870 -0.135 -0.388 -0.308 0.32
H 1.90333 0.48993 -3.65517 0.209 -0.234 0.294 0.27
H 1.19951 -0.88162 -1.21798 0.245 -0.043 -0.657 0.23
H 0.38808 -2.71140 -2.30317 0.273 0.254 -0.264 0.32
```
Forces are in eV/Å.

Computed, not measured: 2 unconnected molecules or ions with the total composition C5H12N2O2 in a non-equilibrium geometry, with ωB97M-V with the def2-TZVPD basis set.

The value obtained for the HOMO energy is -0.3369 Ha. The value obtained for the HOMO-LUMO gap is 10.1 eV. The value obtained for the energy above the lowest of the compared OMol25 structures with the same formula, charge and spin is 227.1 kJ/mol. The calculated total energy comes out at -12453.6283 eV. Its structure (SMILES) is COC(C)=O.C=NCN.

Geometry as XYZ:
```
21
Properties=species:S:1:pos:R:3:forces:R:3:mulliken_charge:R:1
C -2.35578 0.77030 0.73038 0.902 0.482 0.495 -0.74
O -1.69088 -0.38694 0.23643 0.384 -0.125 -0.307 -0.34
C -0.87580 -0.24153 -0.84468 -1.898 1.242 -1.596 1.30
C -0.79474 -1.53554 -1.61483 0.518 -0.097 0.524 -1.36
O -0.65638 0.84623 -1.37567 -0.119 -1.177 0.753 -0.73
H -2.20382 0.79394 1.81377 -0.163 -0.024 -0.145 0.24
H -1.93833 1.68556 0.30280 -0.072 -0.192 -0.024 0.35
H -3.40220 0.70216 0.49812 -0.492 -0.088 -0.099 0.31
H 0.15645 -1.55673 -2.12731 0.202 -0.123 -0.183 0.34
H -0.89251 -2.38822 -0.94419 0.026 -0.014 -0.080 0.32
H -1.59099 -1.57675 -2.36704 0.070 0.229 0.283 0.34
C 1.90040 -1.41493 0.40964 0.725 -0.245 0.317 -0.40
N 1.11753 -0.44751 0.35959 0.212 1.492 0.425 -0.10
C 1.43707 0.86411 1.11133 -0.485 -1.868 -0.212 -0.69
N 1.39836 1.98730 0.25094 -0.313 0.338 -1.096 -0.59
H 2.80254 -1.42598 1.02947 0.135 0.065 0.021 0.24
H 1.72347 -2.30352 -0.18850 -0.192 -0.139 0.000 0.25
H 0.62030 0.92991 1.83723 0.235 0.048 0.101 0.28
H 2.41135 0.77701 1.62007 -0.308 0.014 -0.051 0.41
H 2.23432 2.03072 -0.32525 -0.087 -0.012 0.119 0.26
H 0.59965 1.89042 -0.41231 0.720 0.197 0.754 0.32
```
Forces are in eV/Å.

Computed, not measured: a single C5H12N2O2 molecule in a non-equilibrium geometry, with ωB97M-V with the def2-TZVPD basis set.

The value obtained for the HOMO energy is -0.3118 Ha. The value obtained for the HOMO-LUMO gap is 9.1 eV. The value obtained for the energy above the lowest of the compared OMol25 structures with the same formula, charge and spin is 303.5 kJ/mol. The calculated total energy comes out at -12452.8365 eV. Its structure (SMILES) is CC(=O)N(C)NCCO.

Geometry as XYZ:
```
21
Properties=species:S:1:pos:R:3:forces:R:3:mulliken_charge:R:1
C -1.86000 0.99758 1.18343 0.055 0.075 0.186 -1.22
C -0.39007 1.30847 1.04965 0.129 -0.623 -0.207 1.00
O 0.05672 2.43887 1.09341 -0.028 0.317 0.127 -0.65
N 0.43217 0.23954 0.79711 -0.063 0.164 0.564 0.16
C 1.87497 0.39332 0.81374 -0.045 -0.033 -0.129 -1.03
N -0.08467 -1.06350 0.66225 0.011 -0.210 0.227 -0.55
C -0.67356 -1.32355 -0.65226 1.464 3.510 -0.705 -0.79
C 0.09604 -0.18746 -1.80812 -2.699 -2.737 0.955 -0.46
O 1.33120 -0.71115 -2.12093 0.831 -0.697 -0.439 -0.49
H -2.32467 1.80291 1.74745 0.029 -0.013 -0.023 0.36
H -2.32271 0.96324 0.19784 -0.016 -0.004 -0.060 0.23
H -2.01039 0.03937 1.67536 -0.071 -0.014 -0.012 0.38
H 2.09667 1.44836 0.95451 -0.004 -0.080 0.021 0.35
H 2.31291 0.04340 -0.12359 -0.046 0.039 0.075 0.31
H 2.29176 -0.18061 1.64724 0.050 0.026 0.004 0.33
H 0.67868 -1.70343 0.84833 -0.118 0.132 0.053 0.35
H -1.74008 -1.08236 -0.62592 0.101 -0.156 -0.129 0.20
H -0.52477 -2.37861 -0.88265 0.071 0.132 -0.497 0.52
H 0.21409 0.87029 -1.58681 -0.170 -0.239 0.742 0.31
H -0.64577 -0.25616 -2.60280 0.181 0.054 -0.621 0.36
H 1.19147 -1.65853 -2.26725 0.339 0.357 -0.134 0.35
```
Forces are in eV/Å.

Computed, not measured: a gas-phase ion, C5H12N3 (charge +1) in a non-equilibrium geometry, with ωB97M-V with the def2-TZVPD basis set.

The value obtained for the HOMO energy is -0.4951 Ha. The value obtained for the HOMO-LUMO gap is 10.0 eV. The value obtained for the energy above the lowest of the compared OMol25 structures with the same formula, charge and spin is 193.5 kJ/mol. As for the charge: +1. The calculated total energy comes out at -9842.2065 eV. Its structure (SMILES) is C/C(N)=[NH+]/[C@@H]1CCN1.

Geometry as XYZ:
```
20
Properties=species:S:1:pos:R:3:forces:R:3:mulliken_charge:R:1
C 2.80204 -0.99885 0.33544 0.227 -0.634 -3.105 -1.19
C 1.68546 -0.01594 -0.01656 -1.653 -2.839 -1.110 0.76
N 1.94256 1.06018 -0.72469 3.491 -1.154 1.329 -0.33
N 0.41622 -0.47385 0.14925 1.455 1.928 0.043 -0.24
C -0.80972 0.18162 -0.32526 -1.693 -2.777 0.191 -0.09
C -1.72381 1.05681 0.52198 -0.594 1.459 1.527 -0.65
C -2.89876 0.06393 0.20773 -0.497 -0.119 3.076 -0.49
N -1.90828 -0.95245 -0.14589 1.829 1.010 -2.358 -0.51
H 2.71329 -1.15523 1.34482 -0.264 -0.927 2.543 0.37
H 3.86493 -0.65289 0.20138 -1.280 -0.043 -0.348 0.40
H 2.62821 -2.01606 -0.27287 0.403 2.361 1.435 0.31
H 2.97010 1.25372 -0.80647 -1.735 0.248 -0.158 0.28
H 1.27847 1.70770 -0.99761 -1.375 1.510 -0.633 0.19
H 0.17648 -1.42201 0.41242 0.609 -0.018 0.555 0.31
H -0.63165 0.48339 -1.33920 -0.187 0.339 -0.702 0.48
H -1.86650 2.19073 0.36678 0.292 -1.925 -0.367 0.31
H -1.43546 0.97569 1.56593 0.134 -0.116 0.176 0.26
H -3.63058 -0.35174 1.03747 1.619 1.226 -1.365 0.28
H -3.49253 0.56992 -0.49889 -0.794 -0.166 -1.606 0.28
H -2.08047 -1.50466 -1.01575 0.013 0.638 0.876 0.24
```
Forces are in eV/Å.

Computed, not measured: a gas-phase ion, C5H12N3 (charge +1) in a non-equilibrium geometry, with ωB97M-V with the def2-TZVPD basis set.

The value obtained for the HOMO energy is -0.4617 Ha. The value obtained for the HOMO-LUMO gap is 9.5 eV. The value obtained for the energy above the lowest of the compared OMol25 structures with the same formula, charge and spin is 62.1 kJ/mol. As for the charge: +1. The calculated total energy comes out at -9843.5684 eV. Its structure (SMILES) is CN[C@@H]1CNC(=[NH2+])C1.

Geometry as XYZ:
```
20
Properties=species:S:1:pos:R:3:forces:R:3:mulliken_charge:R:1
C -2.56062 0.68668 0.18820 -0.043 0.205 -0.018 -0.87
N -1.91761 -0.60158 0.05496 3.254 -0.784 0.047 -0.43
C -0.41560 -0.58615 -0.35763 0.188 -0.003 -0.275 0.19
C 0.58783 -1.70326 0.17124 -0.698 -0.610 0.165 -0.77
N 1.99739 -1.13149 0.07890 -2.964 0.380 -0.175 -0.12
C 1.88344 0.17315 0.02622 0.155 0.252 -0.033 0.27
N 2.89502 1.01355 0.01033 0.251 0.023 -0.010 -0.34
C 0.44734 0.64565 0.02391 -0.570 0.075 -0.048 -0.66
H -2.12343 1.24532 1.01361 -0.038 0.039 0.037 0.31
H -2.53535 1.30598 -0.71629 -0.033 0.030 0.007 0.31
H -3.59758 0.47790 0.44812 -0.011 0.202 -0.021 0.34
H -2.38990 -1.15450 -0.64661 0.027 -0.051 0.031 0.29
H -0.38769 -0.66467 -1.45370 0.092 0.052 0.135 0.26
H 0.52447 -2.61515 -0.41813 0.097 0.007 0.048 0.36
H 0.37508 -1.93973 1.21504 0.013 -0.005 -0.026 0.33
H 2.82012 -1.70589 0.14161 0.221 0.117 0.005 0.20
H 2.74607 2.00974 -0.04066 -0.047 -0.098 -0.004 0.24
H 3.85128 0.68822 0.05504 -0.096 0.094 -0.011 0.23
H 0.20677 0.98073 1.03667 0.075 0.015 0.077 0.40
H 0.30093 1.48962 -0.64944 0.128 0.062 0.067 0.46
```
Forces are in eV/Å.